No. 1
Formula: C4H10O
Source: OMol25
Level of theory: ωB97M-V with the def2-TZVPD basis set

XYZ file:
```
15
C4H10O | OMol25 | ωB97M-V with the def2-TZVPD basis set
C 0.27 0.85 -1.34
C -0.18 -1.46 -0.18
C -0.46 0.64 1.17
C 0.29 0.02 0.02
O 1.85 0.09 0.42
H -0.56 1.61 -1.27
H 1.19 1.41 -1.53
H 0.14 0.11 -2.11
H -1.14 -1.44 -0.87
H -0.60 -1.90 0.74
H 0.61 -1.96 -0.77
H -0.05 1.68 1.46
H -1.59 0.58 0.88
H -0.21 -0.03 2.02
H 1.88 0.51 1.28
```

**Highest occupied orbital energy (spin up / spin down)**: -3.484 / -12.502 eV
**LUMO (spin up / spin down)**: 0.999 / -4.104 eV
**Expectation value of S²**: 2.004
**Multiplicity**: 3
**Gap between HOMO and LUMO (spin up / spin down)**: 4.483 / 8.399 eV



No. 2
Formula: C4H10O2
Source: OMol25
Level of theory: ωB97M-V with the def2-TZVPD basis set

XYZ file:
```
16
C4H10O2 | OMol25 | ωB97M-V with the def2-TZVPD basis set
C 2.45 -0.92 -0.28
O 1.80 0.03 0.53
C -0.63 0.61 -0.42
C -0.68 0.40 1.03
C -2.22 0.50 -0.46
O -0.58 -0.68 1.58
H 1.74 -1.52 -0.89
H 3.11 -0.38 -0.96
H 3.04 -1.60 0.34
H -0.14 -0.20 -0.97
H -0.20 1.57 -0.74
H -1.01 1.32 1.57
H -2.75 0.31 0.50
H -2.44 -0.38 -1.05
H -2.64 1.41 -0.84
H 1.15 -0.47 1.06
```

**Highest occupied orbital energy**: -9.845 eV
**LUMO**: 0.991 eV
**SMILES**: CCC=O.CO
**Gap between HOMO and LUMO**: 10.835 eV



No. 3
Formula: C4H10O2
Source: OMol25
Level of theory: ωB97M-V with the def2-TZVPD basis set

XYZ file:
```
16
C4H10O2 | OMol25 | ωB97M-V with the def2-TZVPD basis set
C -2.15 -0.53 -0.33
C -1.02 0.30 0.27
C 0.35 -0.32 0.03
O 0.41 -0.81 -1.30
C 1.48 0.70 0.21
O 2.69 0.13 -0.28
H -3.12 -0.06 -0.14
H -2.02 -0.62 -1.41
H -2.17 -1.54 0.08
H -1.04 1.31 -0.17
H -1.16 0.43 1.35
H 0.51 -1.15 0.74
H 1.34 -1.05 -1.42
H 1.61 0.96 1.27
H 1.23 1.61 -0.34
H 3.02 0.69 -0.99
```

**Highest occupied orbital energy**: -10.104 eV
**LUMO**: 0.805 eV
**SMILES**: CC[C@@H](O)CO
**Gap between HOMO and LUMO**: 10.909 eV



For the records above, the corresponding max |F| values read 0.08674; 0.01836; 0.00598 hartree/bohr.